Entry 1:
Below is a 10-piece molecular cluster, C10H30N10O20 overall at a distorted geometry, with properties calculated with ωB97M-V/def2-TZVPD.

Element x y z (Å)
H: -28.276 -2.374 17.012
C: -24.581 -2.465 14.973
C: -22.665 3.275 15.813
N: -28.691 3.867 16.021
O: -25.891 4.360 19.453
C: -32.020 1.587 20.664
N: -27.109 -4.044 17.468
O: -33.933 4.668 18.773
H: -31.994 3.162 18.214
H: -26.832 1.572 19.036
N: -25.160 4.280 20.433
N: -33.598 4.352 17.654
O: -33.459 -1.495 19.767
H: -31.396 2.462 20.836
H: -27.045 2.219 17.454
O: -29.869 3.814 15.755
H: -22.218 2.286 15.746
N: -28.575 -1.202 20.918
N: -32.090 0.783 21.911
C: -27.331 1.384 18.086
H: -26.834 -2.024 17.962
H: -31.365 -1.933 17.595
H: -28.643 -1.565 22.944
O: -23.780 -0.276 14.967
H: -27.338 4.494 17.532
N: -33.054 -2.093 18.798
H: -27.095 -1.173 22.378
H: -32.396 3.166 16.469
C: -32.794 3.125 17.477
H: -25.585 5.955 21.538
H: -28.263 5.788 16.586
N: -28.786 1.392 18.268
H: -25.070 4.566 22.500
O: -33.196 0.388 22.205
H: -22.263 3.901 15.023
O: -28.518 0.015 20.826
C: -25.705 4.881 21.677
O: -27.815 3.235 15.468
O: -29.235 2.343 18.893
H: -33.027 1.903 20.426
H: -26.948 0.441 17.713
H: -24.054 -3.086 15.696
H: -29.008 4.818 17.861
C: -27.963 -1.780 22.119
H: -31.544 1.010 19.876
H: -26.761 4.671 21.787
O: -24.018 3.886 20.398
O: -25.183 -0.764 16.525
C: -32.236 -1.327 17.820
O: -27.576 -4.597 16.488
O: -29.219 -1.918 20.166
H: -28.299 -2.739 18.688
H: -32.847 -1.205 16.927
O: -29.454 0.548 17.716
O: -26.142 -4.469 18.065
N: -24.110 3.082 15.586
C: -28.262 4.815 17.069
N: -24.510 -1.054 15.563
O: -33.294 -3.245 18.536
O: -33.877 4.961 16.638
O: -24.642 2.152 16.153
C: -27.642 -2.735 17.817
H: -25.650 -2.653 14.935
H: -24.019 -2.457 14.053
H: -27.654 -2.816 22.086
H: -32.024 -0.347 18.225
H: -33.343 2.192 17.576
O: -31.086 0.604 22.559
H: -22.444 3.749 16.765
O: -24.671 3.824 14.802

## Properties
SMILES ... C[N+](=O)[O-].C[N+](=O)[O-].C[N+](=O)[O-].C[N+](=O)[O-].C[N+](=O)[O-].C[N+](=O)[O-].C[N+](=O)[O-].C[N+](=O)[O-].C[N+](=O)[O-].C[N+](=O)[O-]
LUMO ... -0.6 eV
Orbital gap ... 10.37 eV
Energy relative to the best compared isomer or geometry (same formula, charge and spin) ... 105.3 kJ/mol
E_HOMO ... -10.94 eV
DFT total energy ... -2450.40986 Ha

Entry 2:
Below is one molecule with the formula C5H13NO at a distorted geometry, with properties calculated with ωB97M-V/def2-TZVPD.

Element x y z (Å)
C: -1.228 0.716 -0.065
O: 2.164 -1.936 1.805
H: -0.112 1.089 1.798
N: 0.817 -0.347 0.742
H: 1.402 -0.476 -0.076
H: -1.859 -1.085 -2.123
C: 0.094 0.934 0.729
H: 1.963 -2.403 2.628
C: -1.106 0.887 -1.599
H: -2.001 1.349 -2.023
H: 0.700 1.779 0.408
H: 0.933 -0.485 2.812
H: -0.049 -0.991 -2.036
H: -0.873 -0.352 -3.385
H: -1.523 -0.335 0.099
H: 2.394 0.052 2.073
H: -0.257 1.508 -1.885
C: -0.976 -0.472 -2.298
H: -2.036 1.219 0.463
C: 1.552 -0.651 1.934

## Properties
SMILES ... CCCCNCO
LUMO ... 1.0 eV
Orbital gap ... 9.60 eV
Energy relative to the best compared isomer or geometry (same formula, charge and spin) ... 145.4 kJ/mol
E_HOMO ... -8.61 eV
DFT total energy ... -328.26345 Ha

Entry 3:
Below is C21H25FIrN4OSi as an isolated structure at a distorted geometry, with properties calculated with ωB97M-V/def2-TZVPD.

Element x y z (Å)
C: 4.383 -1.182 2.539
C: 3.309 -1.779 1.665
C: -1.114 3.122 -3.302
N: 4.834 0.053 2.189
C: 2.121 -3.726 0.936
C: -1.741 -3.206 -2.860
H: -3.233 1.608 1.947
C: 1.290 -2.900 0.204
N: -0.371 1.514 -1.782
C: -1.151 3.595 -0.931
H: -2.674 -1.072 0.225
H: 0.218 4.031 1.858
H: -1.279 0.481 -4.557
H: -1.388 4.235 -0.097
H: 0.584 -0.264 2.701
C: -2.961 -3.349 -2.234
H: 0.468 -3.289 -0.381
H: -0.367 3.713 3.486
C: -1.363 3.982 -2.247
C: -0.594 3.574 2.426
H: 0.267 0.753 4.094
C: -3.309 -2.599 -1.125
N: 1.447 -1.568 0.184
H: -1.515 4.119 2.219
H: 4.743 0.392 1.248
C: -0.347 0.853 -4.129
C: 3.128 -3.158 1.695
C: 0.535 0.775 3.035
C: -1.163 -1.496 -1.250
H: 0.215 0.006 -3.742
H: -1.299 3.427 -4.322
H: 1.532 1.214 2.957
O: 4.768 -1.788 3.511
H: -1.754 4.970 -2.451
H: 0.225 1.321 -4.930
H: -2.669 1.220 3.573
N: -0.443 1.500 0.362
C: 2.449 -1.023 0.899
H: -1.506 -3.815 -3.723
Ir: 0.104 -0.098 -0.592
C: -0.628 1.846 -3.050
H: -4.275 -2.747 -0.663
C: -2.450 1.096 2.510
H: 3.780 -3.751 2.323
H: -2.519 0.028 2.291
C: -0.655 2.318 -0.755
F: -3.837 -4.244 -2.714
H: 0.125 -2.172 -2.851
Si: -0.753 1.742 2.097
C: -2.404 -1.669 -0.637
H: 1.958 -4.794 0.926
C: -0.839 -2.272 -2.362
H: 5.601 0.414 2.734
H: 2.521 0.057 0.853

## Properties
LUMO ... -4.0 eV
Charge ... +1
Orbital gap ... 7.24 eV
Energy relative to the best compared isomer or geometry (same formula, charge and spin) ... 0.0 kJ/mol
E_HOMO ... -11.26 eV
DFT total energy ... -1603.02037 Ha